The following is a DFT calculation (the ωB97M-V functional and the def2-TZVPD basis) of 2 unconnected molecules or ions with the total composition C5H5IO.

Output
HOMO level (spin up / spin down) (hartree): -0.3042 / -0.3170
Relative energy (zero: lowest compared OMol25 entry of this formula, charge and spin) (kcal/mol): 105.52
Charge: 0

The geometry in XYZ format:
```
12
Properties=species:S:1:pos:R:3:nbo_charge:R:1
C 0.7030 0.7950 1.2165 -0.29
C -0.1958 0.8157 0.3014 0.03
C -2.6665 1.0770 -0.2103 0.41
C 1.0612 0.2452 -0.2159 -0.21
C 1.2227 -1.2323 -0.4340 -0.64
O -3.1219 2.1037 -0.5055 -0.48
I -3.5966 -0.7973 -0.0005 0.12
H 1.1000 0.9459 2.1873 0.24
H 1.6947 0.8624 -0.8481 0.18
H 0.5786 -1.7944 0.2373 0.21
H 2.2572 -1.5317 -0.2670 0.21
H 0.9635 -1.4891 -1.4610 0.22
```

---

The following is a DFT calculation (the ωB97M-V functional and the def2-TZVPD basis) of a molecular structure, C15H23F3NO2PSr.

Output
HOMO level (hartree): -0.2656
Relative energy (zero: lowest compared OMol25 entry of this formula, charge and spin) (kcal/mol): 38.50
Charge: 0

The geometry in XYZ format:
```
46
Properties=species:S:1:pos:R:3:nbo_charge:R:1
C 0.3729 3.1286 -2.2218 -0.18
C -0.8768 2.6252 -1.8930 -0.23
C -0.9535 1.4186 -1.1581 -0.11
C 0.2385 0.7077 -0.9497 -0.55
C 1.4659 1.3034 -1.1395 -0.05
C 1.5569 2.5422 -1.8010 -0.21
C -2.3375 1.0371 -0.5984 -0.51
C -2.8012 -0.4390 -0.2684 -0.26
N -1.8408 -1.4334 -0.8531 -0.55
Sr -0.6624 -0.4311 0.9504 1.71
C 2.6383 0.6680 -0.3904 -0.72
P 2.0553 -0.9629 0.2684 0.75
H -1.8131 3.1172 -2.1706 0.20
H 2.5521 2.9959 -1.9376 0.21
H 0.4204 4.0580 -2.7687 0.20
H 2.9269 1.2856 0.4854 0.26
H 3.5246 0.4567 -1.0125 0.21
H -2.5822 1.5953 0.3279 0.23
H -3.1111 1.2634 -1.3431 0.25
H -2.8758 -0.6118 0.8388 0.16
C 3.3924 -1.5452 1.3317 -0.96
C 2.1508 -1.9726 -1.2355 -0.95
H -3.8526 -0.5999 -0.6289 0.22
C -1.4532 -1.1496 -2.2991 -0.41
C -2.7264 -2.6747 -1.0137 -0.43
H -0.4620 -1.9216 2.8858 0.06
H -1.9023 -1.8685 -2.9925 0.19
H -1.8476 -0.1801 -2.6374 0.22
H -0.3453 -1.2161 -2.4682 0.23
H -2.9493 -2.8705 -2.0719 0.21
H -2.3180 -3.6184 -0.5818 0.21
H -3.7455 -2.4850 -0.6355 0.20
H 3.2108 -1.9770 -1.5211 0.22
H 1.7868 -2.9875 -1.0051 0.23
H 1.5275 -1.5443 -2.0309 0.25
H 4.3297 -1.4381 0.7694 0.22
H 3.4028 -0.9373 2.2523 0.26
H 3.1885 -2.5957 1.5915 0.23
H -0.7100 -2.3884 2.1960 -0.05
F -0.4497 1.8891 5.5262 -0.30
C -0.0443 1.3254 4.3771 0.87
F 0.8105 0.2892 4.6256 -0.34
F -1.1844 0.7759 3.7529 -0.39
C 0.6101 2.2739 3.3563 0.67
O 1.0756 3.2670 3.9217 -0.65
O 0.6076 1.8251 2.1702 -0.81
```

---

The following is a DFT calculation (the ωB97M-V functional and the def2-TZVPD basis) of a molecular structure, C40H90Br2ClN2O31P8SSi.

Output
HOMO level (hartree): -0.3937
Charge: +1

The geometry in XYZ format:
```
176
Properties=species:S:1:pos:R:3:mulliken_charge:R:1
C 5.4787 1.4678 2.2005 -1.09
C 4.2986 1.4301 1.1287 -0.66
C 2.7556 1.1205 1.3312 0.18
S 1.9996 2.0531 -0.1628 1.18
C 0.6530 3.2885 0.2719 -0.71
O 1.2891 1.2294 -1.2063 -0.59
O 2.9565 2.8318 -1.0394 -0.64
C 2.3403 1.8847 2.7487 0.69
C 2.7013 3.4657 2.7280 -0.67
C 1.8021 4.5409 3.4566 -0.98
C 0.2346 4.4872 3.5066 0.39
C -0.5828 3.7303 4.6493 -0.30
C -2.1427 3.7016 4.7397 -0.43
C -3.0505 4.4346 3.6815 -0.56
C -2.2768 5.2393 2.5558 -0.54
C -0.7176 5.2604 2.4863 -0.20
N 3.2009 1.4473 3.9426 -0.29
C 2.9117 1.9910 5.0549 0.79
O 2.6031 2.5863 6.1251 -0.57
O 1.0375 1.5319 3.2406 0.52
C 0.7293 0.1427 3.3838 -0.97
Cl 1.2284 -0.7489 4.9057 -0.09
C 0.9597 -0.6262 1.9566 -0.61
Br -0.6550 0.2425 1.0208 0.05
C 0.3768 -2.1185 1.8542 0.38
C -0.5790 -2.6588 3.0298 -0.58
O 0.2059 -3.6013 3.8619 0.01
Si -0.6800 -4.0876 5.2749 0.49
C -2.5093 -3.5330 5.3366 -0.74
C -0.7093 -6.0280 5.4448 -1.03
C 0.1478 -3.3944 6.8950 -0.90
N 2.3024 -0.3566 1.3192 0.31
P 2.7509 -1.3740 -0.0791 0.23
C 1.2848 -1.9145 -1.2201 -0.62
O 3.6105 -0.5228 -1.3445 -0.26
P 3.5852 -1.1639 2.4191 0.44
O 3.1417 -2.5999 3.1445 -0.33
Br 5.3640 -1.9285 1.1228 -0.21
H 5.5046 0.6843 3.0292 0.25
H 6.5034 1.3657 1.6541 0.33
H 5.5894 2.4801 2.7720 0.29
H 4.3761 2.5662 0.8463 0.45
H 4.8074 0.9581 0.1936 0.49
H 1.1141 4.3398 0.4417 0.37
H 0.0780 3.0311 1.2266 0.05
H -0.1164 3.4158 -0.5754 0.43
H 2.8782 3.8974 1.6553 0.46
H 3.7827 3.6336 3.1436 0.21
H 2.0824 5.5821 3.0074 0.39
H 2.1768 4.6305 4.5583 0.43
H 0.0322 3.1755 5.4505 0.25
H -2.6363 3.0974 5.5963 0.32
H -4.1956 4.3695 3.7500 0.37
H -2.8909 5.7943 1.7614 0.39
H -0.2380 5.8817 1.6310 0.26
H -0.4245 0.1695 3.5767 0.45
H -0.3145 -2.3032 0.9284 0.57
H 1.1575 -2.9624 1.6654 -0.60
H -1.1061 -1.8587 3.6553 -0.13
H -1.4404 -3.3309 2.6190 0.43
H -3.1953 -4.1223 4.6131 0.26
H -2.6742 -2.4123 5.0587 -0.08
H -2.9949 -3.6421 6.3899 0.41
H 0.3829 -6.3332 5.6177 0.26
H -1.1215 -6.5335 4.5015 0.27
H -1.3387 -6.2611 6.3805 0.34
H 0.1462 -4.1958 7.7314 0.36
H -0.3974 -2.4256 7.2307 0.25
H 1.2465 -3.1578 6.5925 0.16
H 0.4127 -1.1928 -1.2488 0.20
H 0.9264 -2.9251 -0.7634 -0.07
H 1.6323 -2.1614 -2.2849 0.55
H 4.1085 -1.1971 -1.8745 0.30
H 3.5769 -3.4168 2.7989 0.28
C -5.6344 7.4593 -2.7289 -0.71
O -5.9724 8.6284 -1.9893 -0.32
P -5.1095 8.7992 -0.5080 1.11
O -6.0705 7.8081 0.1532 -0.62
O -5.6612 10.3359 -0.3505 -0.32
C -7.0367 10.6149 -0.5578 -0.65
O -4.2129 8.9760 0.9470 -0.46
C -4.9204 9.0416 2.1747 -0.49
H -6.0520 7.5495 -3.7332 0.22
H -4.5500 7.3561 -2.8044 0.31
H -6.0592 6.5756 -2.2468 0.34
H -7.6704 9.7663 -0.2910 0.34
H -7.2017 10.8867 -1.6024 0.26
H -7.3110 11.4660 0.0683 0.26
H -5.2197 8.0402 2.4892 0.21
H -5.7917 9.6928 2.0994 0.25
H -4.2456 9.4495 2.9312 0.26
C 3.4178 0.2716 -8.4370 -0.72
O 3.0777 1.4369 -7.6923 -0.27
P 3.8766 1.5591 -6.1712 0.93
O 2.8805 0.5783 -5.5464 -0.60
O 3.3576 3.1067 -6.0085 -0.33
C 1.9945 3.4212 -6.2447 -0.73
O 4.7720 1.7122 -4.7143 -0.51
C 4.0577 1.7811 -3.4900 -0.44
H 3.0487 0.3901 -9.4572 0.24
H 4.5013 0.1403 -8.4656 0.32
H 2.9485 -0.6081 -7.9906 0.29
H 1.3342 2.5854 -6.0032 0.39
H 1.8610 3.7091 -7.2894 0.37
H 1.7252 4.2717 -5.6151 0.28
H 3.7406 0.7843 -3.1848 0.24
H 3.1977 2.4461 -3.5665 0.29
H 4.7327 2.1730 -2.7255 0.25
C -5.5837 -2.1822 -0.1201 -0.69
O -5.8943 -0.9995 0.6105 -0.29
P -5.0347 -0.8422 2.0948 0.94
O -6.0129 -1.8061 2.7696 -0.69
O -5.5484 0.7087 2.2428 -0.09
C -6.9186 1.0188 2.0411 -0.80
O -4.1078 -0.6682 3.5324 -0.03
C -4.7920 -0.5785 4.7725 -0.77
H -5.9937 -2.0876 -1.1270 0.26
H -4.5019 -2.3144 -0.1892 0.22
H -6.0340 -3.0511 0.3653 0.32
H -7.5708 0.1879 2.3186 0.33
H -7.0834 1.2859 0.9954 0.28
H -7.1689 1.8814 2.6618 0.25
H -5.1034 -1.5713 5.1017 0.26
H -5.6527 0.0876 4.7065 0.24
H -4.0965 -0.1758 5.5134 0.31
C -0.0296 -10.3676 0.2473 -0.74
O 0.2324 -9.1294 -0.4090 -0.28
P 1.1423 -8.0116 0.5318 1.03
O -0.1239 -7.6116 1.2921 -0.67
O 1.3470 -7.0545 -0.7857 -0.12
C 0.2336 -6.7401 -1.6070 -0.80
O 2.0982 -6.9229 1.4568 -0.48
C 1.5555 -5.6534 1.7772 -0.35
H -0.4045 -11.0797 -0.4895 0.26
H 0.8855 -10.7651 0.6902 0.32
H -0.7869 -10.2275 1.0218 0.29
H -0.6986 -6.7123 -1.0383 0.36
H 0.1544 -7.4725 -2.4125 0.30
H 0.4021 -5.7561 -2.0498 0.23
H 0.8605 -5.7431 2.6129 0.29
H 1.0595 -5.2024 0.9158 0.32
H 2.3767 -5.0010 2.0863 -0.17
C 5.0944 -6.4567 0.6914 -0.02
O 5.6374 -7.1166 -0.4386 -0.32
P 5.5880 -8.8330 -0.3275 1.15
O 6.8331 -8.7944 0.5614 -0.67
O 6.0054 -8.9591 -1.9094 -0.31
C 7.0763 -8.1812 -2.4190 -0.68
O 5.4795 -10.5438 -0.2151 -0.47
C 6.6772 -11.3033 -0.2613 -0.50
H 4.9617 -5.3993 0.4508 0.12
H 4.1261 -6.8851 0.9474 -0.14
H 5.7778 -6.5440 1.5398 0.40
H 7.8338 -7.9806 -1.6582 0.34
H 6.6892 -7.2395 -2.8140 0.25
H 7.5413 -8.7341 -3.2374 0.27
H 7.1748 -11.2782 0.7096 0.22
H 7.3483 -10.9439 -1.0419 0.24
H 6.4108 -12.3397 -0.4816 0.23
C -2.4224 5.6325 -10.1658 -0.72
O -3.2451 5.6790 -9.0037 -0.30
P -2.3939 5.4287 -7.5276 1.03
O -2.3953 3.9160 -7.7592 -0.62
O -3.7159 5.8932 -6.6732 -0.23
C -4.9861 5.3466 -6.9901 -0.68
O -1.5022 5.2915 -6.0658 -0.46
C -1.8126 4.2279 -5.1821 -0.40
H -2.9931 6.0180 -11.0123 0.24
H -1.5328 6.2502 -10.0279 0.32
H -2.1298 4.6013 -10.3761 0.31
H -4.9070 4.3314 -7.3848 0.34
H -5.4900 5.9882 -7.7158 0.31
H -5.5847 5.3207 -6.0772 0.22
H -1.3594 3.3006 -5.5374 0.20
H -2.8901 4.1047 -5.0674 0.29
H -1.3841 4.4627 -4.2043 0.17
```